Entry from the Open Molecules 2025 dataset: a 12-piece molecular cluster, C36H72O36 overall in a non-equilibrium geometry (wB97M-V/def2-TZVPD).

Geometry as XYZ:
```
144
Properties=species:S:1:pos:R:3:lowdin_charge:R:1
C -0.0416 -1.2811 -1.5566 -0.048
O -0.0792 -0.1831 -0.6767 -0.019
C 0.1252 -0.2503 0.6643 -0.522
O 0.0217 -1.2492 1.3348 0.128
O 0.2734 1.0370 1.1028 -0.022
C 0.3806 1.3854 2.4742 -0.047
H 0.8969 -1.4599 -2.0812 0.080
H -0.6914 -1.0553 -2.4021 0.083
H -0.3070 -2.1999 -1.0337 0.088
H 1.3842 1.4144 2.8984 0.069
H -0.3120 0.8727 3.1417 0.073
H 0.0221 2.4145 2.4510 0.087
C 4.8949 4.3735 3.8453 -0.035
O 4.6876 4.1323 2.4212 -0.007
C 3.3986 4.2358 1.9427 -0.551
O 2.4234 4.2591 2.6983 0.079
O 3.3502 4.2630 0.6434 0.020
C 2.2232 3.9376 -0.1233 0.003
H 4.6774 3.5048 4.4667 0.075
H 4.5121 5.2717 4.3298 0.096
H 5.9783 4.4456 3.9407 0.088
H 1.4842 4.6364 0.2687 0.090
H 1.9229 2.9188 0.1216 0.096
H 2.3706 4.0463 -1.1978 0.091
C -2.6936 2.3915 -1.3438 -0.041
O -2.2624 1.4612 -2.3136 0.013
C -3.1184 0.9345 -3.1412 -0.547
O -4.3334 1.1696 -3.1460 0.099
O -2.5306 0.0858 -4.0412 -0.024
C -3.3249 -0.6266 -4.8952 -0.086
H -3.3642 3.1962 -1.6452 0.096
H -1.8880 2.8521 -0.7719 0.083
H -3.2800 1.8417 -0.6077 0.097
H -4.2168 -0.1682 -5.3225 0.102
H -3.6689 -1.4957 -4.3346 0.087
H -2.6287 -1.0009 -5.6457 0.103
C 1.7495 5.2678 -6.6396 0.013
O 1.5386 3.8871 -6.1120 -0.032
C 1.6511 3.6036 -4.7896 -0.577
O 2.1562 4.2889 -3.8921 0.080
O 1.1272 2.3912 -4.6533 0.008
C 1.1257 1.7765 -3.3254 -0.003
H 1.1298 5.3889 -7.5282 0.091
H 2.8130 5.4752 -6.7583 0.092
H 1.3419 5.8858 -5.8395 0.084
H 0.3611 2.2773 -2.7316 0.087
H 2.0453 1.8611 -2.7463 0.091
H 0.8115 0.7333 -3.2931 0.079
C 4.5492 1.5805 7.7184 -0.069
O 4.1748 1.5024 6.4026 -0.021
C 3.8185 0.3562 5.8118 -0.572
O 3.9910 -0.7629 6.3016 0.099
O 3.4891 0.6227 4.5569 -0.015
C 3.2357 -0.3269 3.5086 -0.015
H 4.7638 2.6103 8.0038 0.096
H 5.4913 1.0393 7.8050 0.105
H 3.7605 1.3186 8.4237 0.104
H 3.5246 0.1214 2.5581 0.103
H 2.2178 -0.7158 3.5371 0.093
H 3.8456 -1.2016 3.7349 0.094
C -1.8178 -4.4103 1.2502 -0.055
O -2.6020 -3.6795 0.3358 -0.034
C -3.9591 -3.8373 0.1197 -0.510
O -4.5987 -3.1770 -0.6583 0.127
O -4.4473 -4.9731 0.7691 -0.067
C -5.8150 -5.3985 0.5191 -0.023
H -0.8100 -3.9972 1.2055 0.084
H -1.8624 -5.4814 1.0531 0.088
H -2.2180 -4.1880 2.2394 0.098
H -5.8722 -5.8251 -0.4823 0.095
H -6.3976 -4.4805 0.5952 0.091
H -6.0982 -6.0763 1.3244 0.092
C -1.5380 6.5864 -2.1771 -0.066
O -0.9476 6.7754 -0.9392 0.008
C -1.3026 6.0380 0.1298 -0.588
O -2.1141 5.0932 0.1615 0.079
O -0.5322 6.4541 1.0501 0.030
C -0.4522 5.7817 2.3126 -0.005
H -2.5178 6.1095 -2.1996 0.092
H -0.8747 5.9325 -2.7433 0.095
H -1.7359 7.5394 -2.6677 0.096
H -1.3616 5.7885 2.9135 0.101
H 0.3113 6.3436 2.8506 0.098
H -0.0551 4.7782 2.1593 0.070
C -0.3439 -7.1222 -1.1046 -0.056
O 0.0514 -5.8629 -0.6516 -0.027
C 1.3551 -5.5576 -0.5805 -0.651
O 2.2769 -6.3324 -0.5686 0.137
O 1.5073 -4.3074 -0.4480 0.024
C 2.7340 -3.6449 -0.2806 -0.024
H -1.4209 -7.2741 -1.1768 0.098
H 0.1155 -7.9004 -0.4952 0.097
H 0.0744 -7.2774 -2.0991 0.094
H 2.6064 -2.5767 -0.1049 0.081
H 3.3386 -3.6071 -1.1868 0.104
H 3.2414 -3.9382 0.6384 0.106
C -4.2570 3.4800 1.8594 -0.019
O -3.6252 2.2397 2.2202 0.012
C -3.5286 1.9058 3.4712 -0.598
O -4.0445 2.5404 4.4364 0.061
O -3.0433 0.6744 3.5082 -0.004
C -2.6834 0.0885 4.8008 -0.014
H -3.6597 4.3070 2.2431 0.081
H -5.2846 3.5188 2.2209 0.105
H -4.1412 3.7313 0.8051 0.071
H -3.5543 -0.2438 5.3658 0.091
H -2.3012 0.9106 5.4059 0.081
H -2.0098 -0.7566 4.6585 0.094
C 1.2449 3.5845 6.2805 -0.055
O 0.8814 2.5329 7.1274 0.005
C 0.5723 1.3295 6.5912 -0.530
O 0.3363 0.9968 5.3773 0.056
O 0.5064 0.5173 7.5865 0.013
C 0.6714 -0.8878 7.5292 -0.009
H 1.6358 4.3798 6.9150 0.097
H 0.3508 4.1349 5.9877 0.092
H 1.8168 3.3610 5.3799 0.092
H -0.2221 -1.4311 7.2217 0.097
H 0.9997 -1.2172 8.5150 0.101
H 1.5000 -1.0924 6.8511 0.084
C 1.6396 -5.0932 -5.3390 -0.057
O 2.7433 -4.2416 -5.5378 0.009
C 2.6926 -2.9491 -5.1645 -0.565
O 1.7899 -2.4058 -4.5633 0.105
O 3.7793 -2.2876 -5.6120 -0.007
C 3.8031 -0.8745 -5.4437 -0.046
H 0.7840 -4.7007 -5.8886 0.092
H 1.2845 -5.1846 -4.3125 0.080
H 1.8157 -6.1363 -5.6018 0.102
H 2.9284 -0.3525 -5.8316 0.096
H 4.5687 -0.4371 -6.0846 0.093
H 4.0324 -0.6983 -4.3928 0.100
C -2.2314 -4.0448 -3.1458 -0.034
O -2.6655 -4.4273 -4.4180 -0.015
C -2.1197 -5.4661 -5.1070 -0.493
O -1.2235 -6.2635 -4.7082 0.060
O -2.6783 -5.4895 -6.3277 0.000
C -2.4630 -6.5136 -7.2588 -0.062
H -2.4668 -4.8563 -2.4572 0.098
H -2.6343 -3.0641 -2.8928 0.091
H -1.1445 -3.9986 -3.2138 0.096
H -3.2708 -6.5707 -7.9884 0.093
H -2.4725 -7.4889 -6.7723 0.096
H -1.5685 -6.4466 -7.8781 0.095
```

## Properties
net charge: 0
2S+1: 1
E: -4123.45161 hartree
E_LUMO: 0.407 eV
frontier orbital gap: 0.390 Ha
energy above the lowest of the compared OMol25 structures with the same formula, charge and spin: 4.500 eV